1.
Here is a molecular structure, C3H3Br3O at a distorted geometry from the Open Molecules 2025 dataset. Energies are from the ωB97M-V functional and the def2-TZVPD basis.

Net charge: 0
Orbital gap (spin up / spin down) (eV): 8.80 / 7.11
E_LUMO (spin up / spin down) (eV): -0.339 / -0.973
Total energy (eV): -215329.52275
2S+1: 1
E_HOMO (spin up / spin down) (eV): -9.1 / -8.1

Each line ends with the Mulliken charge.
Cartesian coordinates (Å):
C  0.592  2.140  -0.421  -0.498
C  0.134  0.909  -0.555  0.118
C  -0.222  -1.431  0.959  0.182
O  -0.760  -2.229  0.040  -0.373
Br  -0.582  0.115  -2.047  -0.157
Br  1.628  -1.732  1.372  -0.067
Br  -1.341  -0.979  2.351  -0.026
H  0.428  2.771  -1.309  0.237
H  0.907  2.446  0.586  0.259
H  -0.784  -2.010  -0.976  0.325

***

2.
Here is 2 unconnected molecules or ions with the total composition C31H23NO3 at a distorted geometry from the Open Molecules 2025 dataset. Energies are from the ωB97M-V functional and the def2-TZVPD basis.

Net charge: 0
Orbital gap (eV): 3.92
E_LUMO (eV): -2.106
Total energy (eV): -40149.54517
2S+1: 1
E_HOMO (eV): -6.0

Each line ends with the Mulliken charge.
Cartesian coordinates (Å):
C  1.359  4.186  -0.532  -0.528
C  1.740  3.810  0.758  -0.692
C  1.023  2.837  1.447  -0.486
C  -0.191  2.335  0.894  1.136
C  -1.153  1.595  1.666  0.530
C  -1.213  1.784  3.138  -0.515
O  -1.692  0.901  3.857  -0.716
C  -0.819  3.129  3.731  0.232
C  -1.016  4.354  3.073  -0.075
C  -0.585  5.547  3.655  -0.698
C  -0.040  5.533  4.945  -0.414
C  0.075  4.321  5.640  -0.420
C  -0.316  3.123  5.038  -0.567
C  -2.429  1.294  1.147  0.462
N  -3.457  0.952  0.694  -0.819
C  -0.575  2.725  -0.415  -0.802
C  0.194  3.668  -1.100  -0.484
H  1.938  4.923  -1.084  0.376
H  2.574  4.300  1.250  0.413
H  1.344  2.495  2.430  0.581
H  -1.482  4.368  2.083  0.429
H  -0.703  6.479  3.101  0.392
H  0.272  6.472  5.408  0.368
H  0.455  4.294  6.662  0.358
H  -0.236  2.171  5.570  0.381
H  -1.518  2.347  -0.837  0.325
H  -0.165  4.017  -2.073  0.366
C  4.429  -4.436  -5.642  -0.802
O  4.600  -3.994  -4.271  -0.417
C  3.503  -3.788  -3.501  0.885
C  3.694  -3.238  -2.209  -0.791
C  2.599  -2.819  -1.471  -0.559
C  1.284  -2.930  -1.999  0.287
C  0.148  -2.428  -1.267  0.888
O  -1.027  -2.890  -1.771  -0.437
C  -2.221  -2.641  -1.125  0.355
C  -2.269  -1.879  0.061  0.469
C  -3.492  -1.944  0.783  -0.234
C  -4.589  -2.620  0.275  -0.717
C  -4.489  -3.334  -0.924  -0.372
C  -3.297  -3.362  -1.622  -0.696
C  -1.066  -1.230  0.434  -0.359
C  0.134  -1.575  -0.170  -0.624
C  1.111  -3.631  -3.214  -0.700
C  2.195  -4.045  -3.969  -0.448
H  5.456  -4.466  -5.996  0.243
H  3.974  -5.437  -5.695  0.320
H  3.840  -3.722  -6.240  0.358
H  4.709  -3.108  -1.847  0.418
H  2.725  -2.410  -0.472  0.379
H  -3.565  -1.429  1.738  0.502
H  -5.532  -2.624  0.819  0.391
H  -5.338  -3.905  -1.291  0.387
H  -3.142  -4.000  -2.490  0.420
H  -1.009  -0.566  1.288  0.667
H  1.081  -1.133  0.170  0.272
H  0.121  -3.858  -3.592  0.414
H  2.048  -4.518  -4.936  0.369